12
Properties=species:S:1:pos:R:3 method="wB97M-V/def2-TZVPD" lumo_ev=-0.20 de_lowest_kj_mol=196.34 smiles="C=NC.SS" homo_lumo_gap_ha=0.33959 e_tot_ha=-931.44880 homo_ev=-9.44
C -2.22 1.08 -0.75
N -2.06 0.43 0.45
C -2.98 -0.65 0.75
H -1.71 2.00 -0.88
H -2.94 0.73 -1.53
H -2.34 -1.48 0.78
H -3.40 -0.53 1.79
H -3.64 -1.02 -0.05
S 1.84 -0.27 -1.22
S 1.72 -0.13 1.04
H 2.20 1.07 -1.41
H 0.40 -0.01 1.03